[1]
28
Properties=species:S:1:pos:R:3:forces:R:3:lowdin_charge:R:1 method="wB97M-V/def2-TZVPD" homo_ev="-11.528 / -11.529" largest_force_ev_per_a=4.74 energy_ev=-13590.2886 charge=+1 de_lowest_kj_mol=258.6 homo_lumo_gap_ev="7.70 / 7.70"
C 0.284131 0.688953 0.579894 0.40 0.41 -0.98 -0.20
C -3.274063 0.290666 -0.266366 -2.53 1.36 -0.58 -0.18
C -1.883552 0.841894 -0.664180 -2.20 2.86 0.20 -0.11
C -3.074124 -0.968276 0.496105 1.65 -0.17 1.86 -0.14
C -1.076365 0.361440 0.424213 2.08 -2.09 1.02 -0.26
C 1.124494 -1.432002 -1.255360 -1.11 -1.34 0.98 -0.05
C 3.481839 0.720527 0.856555 1.88 0.61 1.19 -0.08
C 1.781229 -0.262202 -0.580405 -0.66 0.19 -2.14 -0.22
N -1.685095 -0.662776 1.052428 0.14 -1.05 0.38 0.10
N 2.881182 -0.363470 0.154768 1.44 -4.42 0.93 -0.06
O 0.794997 1.936611 0.216815 -1.46 1.40 -1.37 -0.06
H 0.708861 0.457037 1.503150 0.55 -0.64 1.53 0.11
H -3.887212 0.983934 0.491736 1.53 -0.96 -2.18 0.17
H -3.850170 0.095330 -1.198055 -0.06 0.42 0.86 0.13
H -1.464901 0.449963 -1.616368 -0.47 0.50 0.36 0.14
H -1.999348 2.015498 -0.616153 0.70 -2.21 -0.65 0.18
H -3.762008 -1.041075 1.381590 0.55 -0.36 -1.12 0.14
H -2.994966 -1.882121 -0.096345 -0.31 0.02 0.14 0.12
H 1.135229 -2.359013 -0.649761 -0.33 0.59 0.26 0.10
H 1.553295 -1.825487 -2.146692 1.11 0.43 -0.97 0.08
H 0.073339 -1.224248 -1.577893 0.84 0.03 0.62 0.08
H 2.724762 1.118361 1.511344 0.02 0.54 0.45 0.06
H 4.375581 0.377824 1.517468 -1.63 0.41 -1.38 0.13
H 3.833086 1.520154 0.188569 -0.16 -0.25 0.14 0.10
H 1.824912 0.586701 -1.311937 -0.36 -0.14 1.30 0.16
H -1.230223 -1.361965 1.703835 -0.54 1.63 -1.05 0.19
H 3.273358 -1.351044 0.497562 -1.81 2.77 -1.14 0.22
H 0.331732 2.288778 -0.596521 0.75 -0.54 1.35 0.13

[2]
28
Properties=species:S:1:pos:R:3:forces:R:3:lowdin_charge:R:1 method="wB97M-V/def2-TZVPD" homo_ev=-13.126 largest_force_ev_per_a=4.57 smiles="CC/N=C/[C@@H](C)OC=[N+](C)C" energy_ev=-13590.2029 charge=+1 de_lowest_kj_mol=266.9 homo_lumo_gap_ev=9.43
C -3.259063 0.419341 -1.245688 0.36 -1.42 1.40 -0.10
C -3.210300 1.208743 0.008142 1.28 0.30 1.55 -0.23
N -1.810844 1.103872 0.692824 -0.31 -0.35 -0.72 0.07
C -1.507427 -0.005857 1.210197 -2.15 0.19 -0.16 -0.15
C -0.167560 -0.298687 1.887011 -0.16 0.52 -1.79 -0.24
C -0.041964 -1.699287 2.269103 -0.77 -1.76 -0.94 -0.05
O 1.004129 0.218743 1.003430 0.36 -1.01 -1.93 0.05
C 1.213344 -0.134819 -0.267521 2.37 1.32 1.45 -0.02
N 2.366358 0.103494 -0.920983 -3.47 -0.82 2.86 -0.16
C 3.390363 0.836748 -0.316569 2.65 2.32 1.67 -0.03
C 2.457333 -0.322922 -2.289735 1.30 0.68 -0.21 0.01
H -2.985998 -0.588866 -0.983596 -0.15 -0.80 -0.10 0.06
H -4.189198 0.388612 -1.754288 -0.78 0.35 -0.44 0.08
H -2.464066 0.769441 -1.802523 1.39 0.73 -1.97 0.05
H -3.103534 2.234356 -0.256733 -1.20 0.99 0.12 0.09
H -4.058857 0.937713 0.671028 0.74 0.52 0.03 0.13
H -2.402832 -0.713698 1.189314 1.78 -0.31 0.62 0.15
H -0.021838 0.198541 2.797722 0.26 1.88 0.70 0.14
H 0.900325 -2.084647 2.562291 1.21 0.27 0.39 0.09
H -0.340624 -2.298556 1.411753 -0.35 -0.55 0.19 0.09
H -0.709214 -1.851148 3.124535 -0.14 -0.16 -0.33 0.12
H 0.558640 -0.598305 -0.938845 -1.89 -0.84 -0.01 0.14
H 2.950555 1.650220 0.249981 -0.43 0.67 -0.44 0.10
H 4.020628 1.279269 -1.133837 -0.25 -0.57 1.14 0.13
H 3.981203 0.467439 0.600095 -0.55 -0.80 -1.97 0.15
H 1.485515 -0.664809 -2.513910 -0.77 -0.75 -0.97 0.08
H 3.228425 -1.097107 -2.316920 -0.23 0.03 -0.50 0.12
H 2.716501 0.542176 -2.936276 -0.10 -0.63 0.36 0.13

[3]
28
Properties=species:S:1:pos:R:3:forces:R:3:lowdin_charge:R:1 method="wB97M-V/def2-TZVPD" homo_ev=-13.163 largest_force_ev_per_a=6.19 energy_ev=-13590.7445 charge=+1 de_lowest_kj_mol=214.6 homo_lumo_gap_ev=10.39
C 1.823885 -1.241894 1.705939 0.14 1.35 1.37 -0.05
C 1.148246 0.107713 2.326709 -3.41 -3.63 3.68 -0.09
C 2.067872 0.651855 0.494443 3.71 0.76 -1.89 -0.49
C -3.515161 -0.377347 -1.331542 1.97 0.37 -0.55 -0.10
C 0.630941 -0.876687 -1.377441 0.28 -2.25 -0.53 -0.02
C -2.639173 0.521163 -0.346956 -2.07 0.71 -1.05 -0.22
C -0.403097 -0.480455 -0.663463 -0.78 -1.39 -0.91 -0.23
C -1.182534 0.782078 -0.815500 -0.58 -0.18 0.35 -0.20
N 2.519795 -0.555106 0.645752 0.07 -0.90 0.17 0.10
N 2.649623 1.511343 -0.334314 -4.75 2.30 1.67 0.28
O 1.230832 1.069036 1.360670 -0.10 1.80 -0.99 0.08
H 2.620181 -1.731987 2.321277 -1.20 0.44 0.00 0.15
H -0.047933 0.037405 2.579622 3.14 -0.33 -0.50 0.19
H 1.663354 0.389289 3.270581 -0.23 0.16 -0.80 0.14
H -3.643657 0.106920 -2.296792 0.11 0.40 -0.01 0.07
H -3.318547 -1.427737 -1.625701 0.85 0.46 0.79 0.08
H -4.444678 -0.411481 -0.895708 -2.40 -0.07 0.94 0.03
H 0.917487 -0.136625 -2.069432 1.04 0.39 -1.23 0.05
H 2.944742 -1.031094 -0.121720 0.29 -0.19 -0.29 0.16
H -2.744809 0.152890 0.698518 0.70 -0.16 -0.69 0.10
H -3.283596 1.490786 -0.264547 1.48 -1.33 -0.43 0.14
H -0.883969 -1.213277 -0.052048 -0.26 -0.37 0.77 0.10
H 1.073093 -1.941590 1.366539 -0.04 -0.20 -0.23 0.11
H -1.065249 1.309338 -1.798310 -0.30 -0.73 0.75 0.14
H -0.735395 1.388128 -0.070146 0.24 1.41 0.73 0.07
H 1.078259 -1.972967 -1.457897 -1.00 2.59 0.50 0.13
H 3.438554 1.496568 -0.871578 2.28 -0.97 -1.45 0.11
H 2.100937 2.383734 -0.376955 0.82 -0.44 -0.16 0.17

[4]
31
Properties=species:S:1:pos:R:3:forces:R:3:mulliken_spin:R:1 method="wB97M-V/def2-TZVPD" homo_ev="-9.915 / -13.665" largest_force_ev_per_a=8.53 spin_multiplicity=3 energy_ev=-19729.0987 s2=2.008 charge=+1 de_lowest_kj_mol=2.2 homo_lumo_gap_ev="7.63 / 6.01"
C -2.614883 -2.546918 -0.315399 1.07 -0.46 -0.28 0.00
C -2.218175 -1.025811 -2.098992 3.20 2.34 -0.41 0.03
C -2.198396 0.372938 -1.276328 2.47 -0.38 -1.45 -0.02
C -0.267094 0.388495 0.147824 -8.33 -1.26 1.29 0.78
C 0.987964 0.146027 2.985082 2.54 1.81 -0.38 0.01
C 2.530902 2.275748 -0.562987 -0.28 -0.61 0.57 0.09
C 1.663676 -0.212637 1.581086 -2.39 0.85 1.62 -0.05
C 2.000207 0.746909 -0.777040 2.11 1.87 3.49 -0.03
N -2.977411 -2.042108 -1.494066 0.69 0.57 -0.16 0.01
N 1.019895 0.488555 0.365097 8.09 0.06 0.44 0.77
O -1.621000 -2.190607 0.265511 0.88 0.12 0.85 0.01
O -0.785083 0.777387 -0.990723 -0.73 0.39 -2.17 0.30
O 1.702248 -1.545168 1.289393 0.99 -0.06 -0.56 0.09
O 3.168158 0.012460 -0.587320 -0.30 -1.18 -1.10 0.01
H -3.191077 -3.403012 -0.049228 -0.88 -0.66 0.77 0.00
H -2.492676 -0.659336 -3.113905 -0.20 -1.32 0.57 0.00
H -1.104316 -1.433320 -2.117282 -2.19 1.11 -0.12 0.00
H -2.496172 1.289659 -1.787328 -0.55 -0.61 -0.32 0.00
H -2.739386 0.212099 -0.398066 -0.66 0.11 1.67 0.00
H 1.190023 -0.653921 3.731594 -0.46 0.39 -0.80 0.00
H -0.024915 0.494831 2.914275 -0.63 -0.38 0.06 -0.01
H 1.586598 1.082545 3.378169 -1.15 -1.75 -0.71 0.00
H 2.968362 2.609374 -1.533506 -0.36 -0.31 0.78 0.01
H 3.337394 2.229347 0.234839 -1.06 0.10 -1.01 0.00
H 1.702870 2.957385 -0.246018 0.72 -0.53 -0.36 0.00
H 2.642924 0.134678 1.636090 1.58 0.52 -0.30 0.00
H 1.535543 0.741426 -1.698775 -1.12 -0.73 -1.82 0.00
H -3.917386 -2.140556 -1.649431 -2.63 -0.30 -1.19 0.00
H -1.049000 -0.085879 0.756233 1.55 -0.13 0.47 0.01
H 0.821845 -1.860238 1.191971 -1.54 -0.89 0.01 -0.01
H 3.172967 -0.901496 -0.984995 -0.43 1.30 0.54 0.00

[5]
32
Properties=species:S:1:pos:R:3:forces:R:3:lowdin_charge:R:1 method="wB97M-V/def2-TZVPD" homo_ev=-2.127 largest_force_ev_per_a=0.61 energy_ev=-21785.8035 charge=-1 de_lowest_kj_mol=11.2 homo_lumo_gap_ev=4.93
C -2.687870 -0.759342 -0.529847 0.11 0.06 0.19 -0.07
C -1.740018 -1.924294 -0.690418 -0.02 0.00 -0.09 -0.44
N -1.201978 -2.528205 0.299399 -0.13 -0.09 0.04 0.10
C -1.370969 -2.304693 -2.118616 -0.21 -0.01 0.00 -0.36
N -0.093521 -1.763911 -2.426615 0.08 0.21 0.01 -0.09
C 0.915512 -2.480517 -1.801045 -0.17 -0.15 0.05 -0.43
O 2.192122 -2.295794 -2.500128 0.17 0.05 -0.06 -0.18
O 3.120800 -1.575970 -1.665109 0.04 -0.29 -0.08 -0.11
H -2.576936 -0.314249 0.463884 -0.04 0.09 -0.11 0.06
H -3.722484 -1.109550 -0.631080 0.08 -0.02 -0.08 0.07
H -2.511316 -0.005271 -1.299020 0.03 -0.02 0.07 0.07
H -1.472072 -2.071519 1.174041 0.01 0.01 -0.03 0.02
H -2.117139 -1.852132 -2.790626 0.00 -0.13 0.03 0.08
H -1.464469 -3.418238 -2.214183 0.17 0.05 0.05 0.09
H 0.732558 -3.586933 -1.822345 0.06 0.07 0.05 0.10
H 1.140899 -2.233402 -0.732832 0.01 -0.11 -0.09 0.08
H 3.372888 -2.260594 -1.029637 0.03 0.03 -0.05 0.08
C 1.558553 0.764158 -0.307126 -0.13 0.14 0.13 -0.05
C 1.824830 0.803174 1.180576 0.02 -0.19 -0.22 -0.19
O 1.703657 2.148990 1.731299 -0.11 0.08 0.12 0.03
C 0.455718 2.547548 1.937810 0.38 -0.32 -0.36 -0.62
O -0.531674 1.888123 1.750555 -0.35 0.15 0.20 0.12
O 0.472716 3.815424 2.377122 -0.05 0.04 0.08 -0.01
C -0.826299 4.364013 2.600554 0.05 0.02 0.02 -0.05
H 2.212386 1.465602 -0.828194 0.05 -0.05 -0.03 0.08
H 1.739450 -0.238076 -0.699789 -0.01 0.28 0.09 0.04
H 0.522574 1.015093 -0.526733 -0.03 0.00 0.02 0.08
H 2.849711 0.519274 1.413022 0.02 0.07 0.01 0.12
H 1.146203 0.142284 1.717851 -0.03 0.05 0.02 0.12
H -1.409499 3.721990 3.258113 -0.01 0.00 -0.01 0.09
H -1.357176 4.484834 1.657086 -0.01 -0.03 0.00 0.10
H -0.659285 5.332085 3.064685 0.00 0.01 -0.01 0.09

[6]
30
Properties=species:S:1:pos:R:3:forces:R:3:lowdin_charge:R:1 method="wB97M-V/def2-TZVPD" homo_ev=-13.497 largest_force_ev_per_a=3.14 energy_ev=-16571.1970 charge=+1 de_lowest_kj_mol=239.4 homo_lumo_gap_ev=10.71
C -0.057447 -0.489870 2.300527 0.38 -0.60 0.62 -0.45
C 0.108985 -0.410659 -0.290294 0.08 -0.22 0.57 0.10
C 2.276168 -0.464942 -4.333449 -1.85 -0.94 2.36 -0.36
C 1.366162 -1.205451 -5.197851 -0.22 1.59 -2.43 0.02
C -2.666254 -0.949905 3.401830 -0.09 2.23 -1.03 -0.06
C -2.834303 1.615715 3.915468 0.24 -1.15 1.12 -0.07
C -0.787430 0.713042 2.836436 0.29 -0.20 -1.16 -0.11
C -1.905117 0.331478 3.821747 -0.11 1.08 0.55 -0.36
N 2.548263 0.551709 -2.292629 0.23 1.85 -0.49 0.04
N 1.740684 -0.201025 -3.127477 -0.73 -1.35 1.19 -0.01
N 3.431109 0.057288 -4.623191 0.26 0.00 0.87 0.23
N -0.001528 -0.507092 0.868809 0.14 0.08 -1.37 0.07
O 0.482372 -1.381914 2.888916 -0.45 0.69 -0.23 0.16
H 0.946989 -0.759427 -2.610402 1.75 1.30 -1.76 0.16
H 0.562930 -1.832121 -4.884434 0.07 -0.67 1.35 0.10
H 1.829724 -1.644468 -6.065574 0.30 -0.13 -0.20 0.10
H 0.779398 -0.340769 -5.553750 -0.02 -0.19 -0.62 0.12
H -2.943807 -0.906949 2.332886 -0.50 0.28 0.48 0.10
H -3.481040 -1.159546 4.052855 -0.96 0.11 0.26 0.08
H -2.064669 -1.786443 3.438118 1.66 -1.78 0.40 0.04
H -3.457714 1.443543 4.801430 -0.32 0.30 -0.46 0.08
H -2.396538 2.600548 4.028869 1.10 -0.14 0.57 0.07
H -3.404810 1.838217 3.036064 -0.77 -0.83 -0.65 0.07
H -1.123911 1.311008 1.921625 0.18 -0.65 1.51 0.14
H -0.001666 1.252466 3.368931 -0.15 0.39 -0.04 0.14
H -1.427288 0.140528 4.841320 -0.65 0.35 -1.30 0.16
H 2.155254 1.481837 -2.149640 -0.07 0.03 -0.51 0.12
H 3.955847 0.404941 -3.814517 -0.27 0.24 -0.42 0.14
H 3.821732 0.096365 -5.528892 0.30 -0.32 -0.90 0.13
H 2.547904 0.201898 -1.383732 0.16 -1.35 1.71 0.05

[7]
31
Properties=species:S:1:pos:R:3:forces:R:3:lowdin_charge:R:1 method="wB97M-V/def2-TZVPD" homo_ev=-12.171 largest_force_ev_per_a=4.17 energy_ev=-18613.6472 charge=+1 de_lowest_kj_mol=596.7 homo_lumo_gap_ev=9.22
C -0.324565 0.522984 -2.893284 -0.23 -2.14 -3.20 -0.27
C -0.521984 0.116618 2.659110 -0.99 1.61 -0.58 -0.14
C -2.050909 -0.115159 2.241505 0.85 0.22 -0.64 -0.15
C 0.485758 0.810207 1.663808 -3.92 -1.20 -0.76 -0.15
C -2.613610 0.889036 1.118638 0.44 -2.43 -0.74 -0.13
C 0.443004 0.339384 0.219368 0.09 0.38 1.55 -0.12
C -2.033039 0.529695 -0.336928 -1.09 -0.05 1.91 -0.09
C 3.453576 -0.555496 -3.009303 0.08 1.48 -1.33 0.10
N -0.187315 1.261089 -1.942102 -0.50 1.62 3.20 0.14
N -0.195896 -0.046914 -3.943349 0.35 0.21 1.64 0.26
N 2.747428 -1.461494 -2.465595 -0.14 0.11 0.84 -0.43
N -0.653711 1.042095 -0.544824 1.77 1.43 -0.25 -0.07
O 1.796979 -1.283879 -1.740509 -3.08 0.92 1.88 -0.05
O 3.111022 -2.745984 -2.517047 1.76 -2.06 -1.25 0.10
H -0.478151 0.697948 3.632070 0.03 -1.02 -1.03 0.13
H -0.055355 -0.846845 2.711385 0.04 -0.63 0.85 0.09
H -2.211673 -1.204446 1.899353 0.35 1.69 0.12 0.13
H -2.643648 -0.075284 3.169680 0.04 0.35 -0.51 0.10
H 0.479477 1.835926 1.476005 -0.65 2.35 0.87 0.09
H 1.354773 0.650461 2.165218 3.08 -0.70 0.61 0.09
H -3.648972 0.575312 1.002785 -0.26 0.18 -0.04 0.11
H -2.649319 1.943986 1.296215 0.43 0.61 0.52 0.10
H 1.322537 0.731095 -0.181316 1.39 0.28 -1.14 0.10
H 0.462329 -0.711476 0.126962 -0.57 -1.11 -0.68 0.12
H -2.141311 -0.580739 -0.261223 0.87 0.81 -1.10 0.14
H -2.584100 0.987941 -1.154537 -0.44 -0.24 0.19 0.13
H 3.164246 0.514655 -3.034455 -0.10 -1.21 0.64 0.12
H 4.145193 -0.871432 -3.718231 1.35 -0.57 -0.77 0.08
H 2.390391 -3.336481 -2.196080 0.13 1.29 -0.08 0.16
H -0.632174 -0.223895 -4.824025 -0.43 0.22 -0.01 0.10
H -0.573513 2.079889 -0.188673 -0.65 -2.40 -0.72 0.23

[8]
32
Properties=species:S:1:pos:R:3:forces:R:3:lowdin_charge:R:1 method="wB97M-V/def2-TZVPD" homo_ev=-14.747 largest_force_ev_per_a=4.39 smiles="CNN/[N+](N)=C/c1nc2c(n1C)C[NH2+]C2" energy_ev=-18981.5224 charge=+2 de_lowest_kj_mol=160.1 homo_lumo_gap_ev=7.56
C 4.094508 -0.229983 -1.415064 0.41 0.91 -0.56 -0.09
N 4.398364 -0.682939 -0.065055 -0.39 1.98 0.55 -0.10
N 3.488861 -0.088849 0.822079 3.02 -0.42 -2.02 0.00
N 2.222010 -0.363973 0.461167 0.06 -0.77 1.92 -0.16
N 2.010572 -1.549419 -0.128783 -4.25 1.06 -0.25 0.16
C 1.339034 0.545277 0.752349 -1.71 0.15 -0.10 0.09
C -0.059142 0.225933 0.544269 -0.02 2.10 0.35 -0.21
N -0.458410 -0.914545 0.029343 -0.69 -0.34 -0.17 0.14
C -1.739587 -0.730641 -0.284625 -2.33 2.74 0.78 -0.17
C -2.140610 0.613906 0.001971 -0.36 -2.90 0.28 -0.08
N -1.092477 1.200917 0.659306 0.37 -1.39 -1.78 0.01
C -0.972165 2.613729 1.044807 -3.97 -0.92 -0.01 0.04
C -3.657378 0.719660 -0.203423 1.80 0.05 -2.71 -0.01
N -4.070882 -0.706038 -0.085992 -0.94 -0.35 -1.75 0.07
C -2.955773 -1.595966 -0.572900 1.47 -0.08 0.78 0.00
H 3.142681 -0.722014 -1.756594 0.93 0.96 -0.26 0.07
H 4.898051 -0.496612 -2.120657 -0.29 0.11 0.42 0.10
H 4.028599 0.947360 -1.366556 0.00 -2.45 -0.25 0.13
H 4.784103 -1.533218 0.288932 0.22 -0.61 -0.63 0.13
H 3.910965 0.028300 1.731002 -1.32 -0.04 0.68 0.18
H 0.989046 -1.698657 -0.436616 1.82 0.32 0.84 0.13
H 2.679259 -2.254143 -0.207878 1.68 -0.55 0.30 0.12
H 1.614160 1.558369 1.082787 0.42 -0.96 -0.18 0.16
H -2.011652 3.115229 1.042884 1.60 -1.02 0.01 0.15
H -0.613576 2.633047 2.008303 0.90 0.33 2.20 0.08
H -0.389731 3.125623 0.388360 1.82 1.45 -1.90 0.07
H -4.257384 1.201954 0.469272 -1.07 1.86 1.83 0.11
H -3.970442 1.057667 -1.270581 0.78 -0.43 1.73 0.19
H -5.008067 -0.738130 -0.578487 1.26 -0.84 0.46 0.23
H -4.211930 -0.976720 0.855578 -0.46 0.02 1.53 0.17
H -3.068553 -1.719015 -1.593708 -0.42 -0.45 -2.17 0.11
H -2.922465 -2.586123 -0.095481 -0.35 0.50 0.07 0.16